i.
Molecular formula: C6H6O
Method: DFT, ωB97M-V with the def2-TZVPD basis set

```
13
Properties=species:S:1:pos:R:3
C 2.587 0.219 0.726
C 1.413 -0.007 0.549
C 0.007 -0.351 0.303
C -1.071 0.716 0.622
C -2.265 0.369 -0.265
O -1.756 -0.373 -1.216
C -0.302 -0.636 -1.162
H 3.625 0.417 0.898
H -0.772 1.725 0.292
H -1.318 0.777 1.684
H -0.235 -1.241 0.891
H -0.121 -1.670 -1.473
H 0.207 0.055 -1.850
```

Its multiplicity is 1. As for the LUMO energy: 0.84 eV.

***

ii.
Molecular formula: C6H6O
Method: DFT, ωB97M-V with the def2-TZVPD basis set

```
13
Properties=species:S:1:pos:R:3
O -0.865 -1.685 0.475
C -0.331 -0.406 1.047
C 0.889 -0.662 0.143
C 1.349 0.787 -0.257
C 0.196 1.465 -0.392
C -0.902 0.456 -0.085
C -0.394 -0.860 -0.685
H -0.381 -0.287 2.132
H 0.545 -1.952 0.493
H 2.347 1.187 -0.404
H 0.020 2.506 -0.663
H -1.956 0.736 -0.119
H -0.516 -1.285 -1.684
```

Its multiplicity is 1. As for the LUMO energy: 1.14 eV.

***

Unit: kcal/mol. Relative energies: i 0.0; ii 55.0.

***

i.
Molecular formula: C39H91N13O13
Method: DFT, ωB97M-V with the def2-TZVPD basis set

```
156
Properties=species:S:1:pos:R:3
C -1.190 -5.075 1.459
C -0.666 -4.071 2.466
O -0.119 -3.034 2.098
N -0.762 -4.360 3.770
C -0.182 -3.539 4.825
H -1.801 -5.836 1.948
H -0.377 -5.526 0.895
H -1.883 -4.598 0.767
H -1.472 -4.990 4.103
H -0.628 -3.755 5.794
H -0.386 -2.481 4.655
H 0.892 -3.692 4.928
C 2.644 -0.893 -4.107
C 3.484 -0.849 -5.365
O 3.056 -1.301 -6.422
N 4.696 -0.309 -5.202
C 5.725 -0.162 -6.208
H 1.578 -0.970 -4.303
H 2.782 0.056 -3.578
H 2.965 -1.703 -3.449
H 4.843 0.235 -4.358
H 6.159 -1.151 -6.401
H 6.617 0.359 -5.870
H 5.384 0.146 -7.196
C -3.821 -1.136 -5.146
C -3.863 -1.194 -3.607
O -4.931 -1.501 -3.097
N -2.729 -0.818 -3.012
C -2.448 -1.183 -1.636
H -4.444 -0.381 -5.620
H -4.047 -2.130 -5.536
H -2.802 -1.000 -5.522
H -2.079 -0.257 -3.551
H -1.617 -1.893 -1.641
H -3.234 -1.772 -1.168
H -2.278 -0.266 -1.074
C 0.326 -3.053 -1.237
C 1.790 -2.873 -0.861
O 2.716 -3.007 -1.668
N 2.018 -2.574 0.416
C 3.224 -1.999 0.995
H -0.340 -2.458 -0.614
H -0.001 -4.089 -1.293
H 0.326 -2.678 -2.261
H 1.254 -2.488 1.083
H 3.012 -1.087 1.550
H 3.923 -1.678 0.222
H 3.759 -2.789 1.524
C -0.197 2.791 -3.525
C 0.111 1.566 -4.402
O -0.507 0.514 -4.197
N 0.996 1.594 -5.404
C 1.916 2.708 -5.631
H -0.884 2.430 -2.766
H -0.651 3.593 -4.106
H 0.737 3.155 -3.098
H 1.224 0.686 -5.787
H 2.478 2.653 -6.561
H 2.583 2.921 -4.797
H 1.258 3.552 -5.855
C -0.082 0.020 9.179
C 0.086 -0.002 7.652
O 0.267 -1.056 7.071
N 0.276 1.227 7.122
C 0.545 1.437 5.716
H 0.350 -0.921 9.512
H -1.149 -0.029 9.406
H 0.363 0.877 9.679
H 0.156 2.035 7.705
H 1.612 1.566 5.520
H -0.034 2.314 5.424
H 0.231 0.614 5.076
C -0.235 0.396 2.254
C -0.525 0.319 0.773
O -1.680 0.102 0.412
N 0.492 0.642 -0.045
C 0.325 0.711 -1.464
H -0.891 1.149 2.697
H 0.779 0.737 2.479
H -0.405 -0.544 2.778
H 1.360 0.874 0.423
H 0.112 -0.263 -1.910
H 1.252 1.115 -1.871
H -0.490 1.376 -1.756
C -2.948 -0.273 4.931
C -3.060 1.219 5.107
O -2.744 1.962 4.178
N -3.357 1.704 6.329
C -3.213 3.128 6.679
H -2.412 -0.442 4.001
H -3.945 -0.713 4.910
H -2.367 -0.695 5.754
H -3.439 1.047 7.087
H -2.722 3.267 7.639
H -4.200 3.590 6.662
H -2.666 3.584 5.856
C -1.902 2.358 0.930
C -1.108 3.468 0.235
O 0.117 3.480 0.209
N -1.849 4.396 -0.389
C -1.200 5.537 -1.004
H -1.775 1.432 0.366
H -2.970 2.566 0.968
H -1.476 2.154 1.911
H -2.850 4.332 -0.426
H -0.639 5.388 -1.928
H -0.424 5.899 -0.326
H -1.880 6.373 -1.157
C 2.596 3.101 2.429
C 3.429 1.948 1.906
O 3.121 1.331 0.884
N 4.434 1.482 2.675
C 4.819 2.003 3.991
H 1.770 3.141 1.717
H 3.151 4.033 2.341
H 2.138 2.877 3.391
H 5.027 0.781 2.259
H 5.734 1.477 4.247
H 4.019 1.865 4.717
H 5.024 3.072 3.929
C 5.375 0.199 -1.639
C 4.869 1.487 -2.239
O 5.149 1.846 -3.394
N 3.892 2.122 -1.592
C 3.232 3.366 -1.902
H 5.230 0.210 -0.558
H 6.411 0.006 -1.905
H 4.730 -0.617 -1.974
H 3.604 1.677 -0.717
H 2.408 3.567 -1.219
H 2.875 3.295 -2.929
H 3.959 4.171 -1.776
C -0.676 -2.299 -5.269
C -1.464 -3.559 -4.906
O -1.419 -4.037 -3.784
N -2.255 -4.044 -5.881
C -3.220 -5.099 -5.642
H -1.214 -1.701 -6.006
H 0.313 -2.501 -5.685
H -0.530 -1.648 -4.410
H -2.149 -3.644 -6.796
H -3.759 -5.354 -6.548
H -3.881 -4.777 -4.833
H -2.726 -5.951 -5.171
C -3.621 -2.340 1.601
C -4.795 -1.416 1.418
O -5.912 -1.843 1.680
N -4.565 -0.198 0.878
C -5.631 0.751 0.673
H -3.398 -2.413 2.667
H -2.691 -1.956 1.175
H -3.820 -3.304 1.139
H -3.623 0.060 0.616
H -5.552 1.237 -0.303
H -5.627 1.495 1.470
H -6.607 0.283 0.553
```

Its multiplicity is 1. As for the LUMO energy: -0.04 eV.

***

ii.
Molecular formula: C39H91N13O13
Method: DFT, ωB97M-V with the def2-TZVPD basis set

```
156
Properties=species:S:1:pos:R:3
C 3.702 -0.983 -5.603
O 3.876 0.072 -6.175
N 3.852 -1.170 -4.267
C 3.483 -2.430 -3.665
C 4.207 -0.055 -3.416
H 3.472 -1.921 -6.134
H 3.092 -3.102 -4.421
H 2.690 -2.249 -2.927
H 4.317 -2.850 -3.099
H 3.806 0.904 -3.742
H 3.833 -0.152 -2.396
H 5.300 0.001 -3.421
C 1.492 2.331 6.637
O 1.208 2.601 7.786
N 0.895 1.389 5.871
C 1.288 1.178 4.500
C -0.139 0.543 6.410
H 2.275 2.893 6.097
H 0.411 1.095 3.859
H 1.865 0.250 4.400
H 1.960 1.961 4.152
H -1.079 0.706 5.877
H 0.135 -0.515 6.350
H -0.284 0.763 7.464
C 4.027 -1.732 2.714
O 3.238 -1.048 2.107
N 4.969 -2.532 2.172
C 5.776 -3.386 3.020
C 5.165 -2.630 0.747
H 4.066 -1.787 3.819
H 5.225 -4.279 3.331
H 6.103 -2.865 3.919
H 6.655 -3.711 2.469
H 4.376 -2.117 0.200
H 6.108 -2.169 0.432
H 5.180 -3.676 0.433
C -5.676 -2.057 0.289
O -6.430 -2.684 -0.431
N -4.343 -2.228 0.355
C -3.527 -1.581 1.386
C -3.747 -3.334 -0.368
H -6.047 -1.259 0.957
H -4.125 -0.733 1.710
H -2.541 -1.301 1.025
H -3.418 -2.335 2.172
H -4.490 -3.747 -1.043
H -2.919 -2.962 -0.979
H -3.402 -4.096 0.337
C 0.763 6.169 -0.272
O -0.198 6.873 -0.032
N 0.682 4.883 -0.663
C 1.805 4.122 -1.162
C -0.625 4.335 -0.954
H 1.803 6.527 -0.186
H 1.821 3.151 -0.662
H 2.757 4.626 -0.987
H 1.751 3.941 -2.240
H -0.977 4.709 -1.920
H -0.565 3.249 -1.044
H -1.327 4.551 -0.155
C -7.364 2.072 -0.051
O -8.078 1.505 0.745
N -6.048 2.340 0.113
C -5.298 3.068 -0.875
C -5.349 2.043 1.335
H -7.731 2.422 -1.034
H -5.946 3.336 -1.710
H -4.461 2.460 -1.231
H -4.890 4.000 -0.476
H -5.956 1.416 1.988
H -4.437 1.481 1.123
H -5.143 2.938 1.928
C 3.327 1.864 0.991
O 2.702 2.296 1.929
N 4.435 2.453 0.460
C 5.400 1.701 -0.315
C 4.750 3.841 0.735
H 3.020 0.953 0.450
H 5.474 2.076 -1.341
H 5.144 0.645 -0.297
H 6.393 1.825 0.128
H 4.246 4.208 1.623
H 5.830 3.958 0.794
H 4.374 4.462 -0.089
C -3.675 -0.092 -4.754
O -2.971 0.524 -3.971
N -4.973 -0.373 -4.572
C -5.741 -1.071 -5.575
C -5.688 0.013 -3.380
H -3.280 -0.447 -5.721
H -6.402 -1.800 -5.115
H -5.060 -1.561 -6.272
H -6.310 -0.356 -6.177
H -6.002 -0.893 -2.841
H -5.089 0.604 -2.699
H -6.633 0.500 -3.633
C -1.262 0.582 -0.893
O -1.952 1.274 -0.159
N -0.071 0.052 -0.575
C 0.610 -0.743 -1.552
C 0.614 0.391 0.635
H -1.634 0.371 -1.908
H 0.488 -1.815 -1.366
H 1.683 -0.543 -1.568
H 0.262 -0.568 -2.565
H 1.359 1.185 0.529
H -0.115 0.697 1.382
H 1.113 -0.488 1.044
C -2.608 1.927 3.615
O -3.486 1.485 4.337
N -1.822 2.973 3.931
C -0.777 3.465 3.042
C -1.934 3.633 5.212
H -2.447 1.527 2.599
H -1.149 4.429 2.659
H -0.705 2.834 2.159
H 0.120 3.687 3.611
H -2.954 3.545 5.573
H -1.188 3.284 5.929
H -1.746 4.702 5.064
C 1.330 -6.551 -1.325
O 2.214 -7.299 -0.978
N 1.287 -5.218 -1.063
C 0.171 -4.398 -1.445
C 2.307 -4.629 -0.221
H 0.440 -6.877 -1.894
H 0.429 -3.676 -2.217
H -0.164 -3.848 -0.558
H -0.686 -5.012 -1.721
H 1.841 -3.958 0.512
H 2.820 -5.342 0.417
H 2.950 -4.034 -0.873
C 0.633 -2.765 3.317
O -0.266 -2.209 2.731
N 0.824 -4.106 3.363
C 1.684 -4.742 4.337
C 0.002 -5.009 2.597
H 1.405 -2.224 3.891
H 2.291 -5.513 3.858
H 1.108 -5.207 5.139
H 2.356 -3.988 4.753
H 0.590 -5.749 2.048
H -0.719 -5.527 3.239
H -0.601 -4.503 1.844
C 1.033 1.267 -4.449
O 1.162 1.526 -3.257
N 0.122 1.834 -5.238
C -0.232 1.268 -6.518
C -0.718 2.891 -4.710
H 1.633 0.476 -4.918
H 0.599 0.669 -6.899
H -0.471 2.038 -7.247
H -1.079 0.578 -6.433
H -1.460 2.444 -4.041
H -0.139 3.574 -4.092
H -1.235 3.375 -5.531
```

Its multiplicity is 1. As for the LUMO energy: -0.06 eV.

***

Unit: kcal/mol. Relative energies: i 0.0; ii 59.8.

***

i.
Molecular formula: C5H14NO
Method: DFT, ωB97M-V with the def2-TZVPD basis set

```
21
Properties=species:S:1:pos:R:3
C 0.628 -1.172 -2.476
C 0.303 -0.626 -1.085
C 0.204 0.894 -1.059
C -0.970 -1.248 -0.532
H 0.721 -2.266 -2.416
H -0.166 -1.001 -3.211
H 1.581 -0.813 -2.870
H 1.121 -0.898 -0.418
H 0.123 1.246 -0.035
H -0.632 1.244 -1.679
H 1.100 1.383 -1.466
H -0.931 -2.338 -0.547
H -1.028 -0.939 0.515
H -1.847 -0.890 -1.088
N -0.813 1.565 2.499
C 0.554 0.917 2.557
O 0.653 -0.230 1.882
H -1.479 0.866 2.193
H -1.142 1.819 3.418
H 1.241 1.704 2.171
H 0.779 0.783 3.646
```

As for the total charge: -1. Its multiplicity is 1. As for the LUMO energy: 3.95 eV.

***

ii.
Molecular formula: C5H14NO
Method: DFT, ωB97M-V with the def2-TZVPD basis set

```
21
Properties=species:S:1:pos:R:3
C 0.620 -1.400 -1.666
O -0.517 -0.832 -1.289
C 1.011 -2.517 -0.730
H 1.525 -0.682 -1.701
H 0.552 -1.847 -2.686
H 1.964 -3.040 -1.030
H 0.176 -3.253 -0.730
H 1.137 -2.136 0.315
C 1.046 2.310 0.597
C -0.095 1.387 0.207
N -0.817 0.856 1.391
C -2.066 0.086 1.047
H 1.502 2.762 -0.264
H 1.778 1.678 1.094
H 0.776 3.072 1.311
H 0.298 0.478 -0.219
H -0.818 1.820 -0.508
H -1.058 1.625 1.988
H -2.470 -0.350 1.980
H -2.797 0.690 0.510
H -1.747 -0.708 0.386
```

As for the total charge: -1. Its multiplicity is 1. As for the LUMO energy: 4.15 eV.

***

iii.
Molecular formula: C5H14NO
Method: DFT, ωB97M-V with the def2-TZVPD basis set

```
21
Properties=species:S:1:pos:R:3
C 1.660 1.258 -2.205
C 0.818 0.687 -1.059
C 0.648 -0.822 -1.089
C 1.359 1.107 0.316
H 1.573 2.406 -2.128
H 2.712 0.921 -2.156
H 1.241 0.942 -3.171
H -0.177 1.138 -1.103
H -0.073 -1.071 -0.294
H 1.609 -1.383 -0.837
H 0.265 -1.146 -2.129
H 1.498 2.160 0.259
H 0.661 0.908 1.153
H 2.371 0.689 0.574
N -1.075 -1.694 1.973
C -2.027 -0.791 1.190
O -1.479 0.367 0.729
H -0.222 -1.152 2.219
H -1.563 -2.064 2.833
H -2.377 -1.428 0.365
H -2.912 -0.634 1.855
```

As for the total charge: -1. Its multiplicity is 1. As for the LUMO energy: 4.00 eV.

***

Unit: kcal/mol. Relative energies: i 0.0; ii 22.0; iii 9.5.